Record 1
Entry from the OMol25 dataset: a cluster of 2 separate species, C2H6O4 in total (ωB97M-V/def2-TZVPD).

Frontier orbital gap (eV): 10.84
SMILES: O=CO.OCO
Spin multiplicity: 1
Calculated total energy (Eh): -380.7171
Maximum force (eV Å⁻¹): 3.83

Structure (XYZ):
```
12
Properties=species:S:1:pos:R:3:mulliken_charge:R:1
C -1.39 0.06 -0.58 0.352
C 1.56 0.08 -0.06 -0.139
O -0.85 -1.01 -0.95 -0.640
O -2.19 0.04 0.55 -0.436
O 0.24 1.16 -0.08 -0.543
O 1.50 -0.79 0.97 -0.472
H -2.04 -0.84 0.94 0.324
H 0.15 1.56 0.79 0.312
H 0.92 -1.52 0.67 0.378
H -1.77 0.82 -1.27 0.285
H 2.35 0.81 0.07 0.290
H 1.53 -0.37 -1.05 0.288
```

Record 2
Entry from the OMol25 dataset: a cluster of 4 separate species, C19H49N6O4S in total (ωB97M-V/def2-TZVPD).

Charge: +1
Frontier orbital gap (eV): 6.84
Spin multiplicity: 1
Calculated total energy (Eh): -1780.3212
Maximum force (eV Å⁻¹): 6.47

Structure (XYZ):
```
79
Properties=species:S:1:pos:R:3:mulliken_charge:R:1
C -5.82 0.90 -5.69 -0.929
C -4.98 0.55 -4.29 -0.365
S -3.68 1.89 -4.12 -0.057
C -3.96 2.91 -2.54 -0.680
N -2.77 2.61 -1.65 -0.200
C -3.07 1.61 -0.57 0.311
N -2.27 1.78 0.74 -0.547
N -3.94 0.55 -0.64 0.101
C -4.18 -0.47 0.48 -0.643
C -2.87 -1.64 0.18 0.279
C -2.28 -1.64 -1.45 -0.646
O -3.22 -2.82 -0.78 -0.385
H -6.57 0.03 -5.89 0.320
H -5.09 1.05 -6.62 0.296
H -6.45 1.87 -5.48 0.274
H -4.46 -0.51 -4.43 0.269
H -5.74 0.58 -3.40 0.296
H -5.00 2.73 -2.05 0.351
H -3.84 4.05 -2.89 0.384
H -2.57 3.53 -1.16 0.337
H -2.73 2.49 1.36 0.318
H -1.30 2.05 0.48 0.310
H -4.49 0.37 -1.53 0.046
H -4.00 -0.05 1.55 0.318
H -5.17 -1.09 0.35 0.385
H -2.03 -1.81 1.10 0.341
H -1.93 -2.53 -2.09 0.332
H -1.19 -1.53 -0.96 0.147
C 1.63 4.50 4.34 -1.465
C 1.01 3.37 3.52 0.323
C 2.06 2.50 2.79 -0.319
O 2.61 3.11 1.61 -0.430
C 3.67 4.01 1.87 -0.671
N 0.04 3.95 2.58 -0.648
H 1.99 5.33 3.73 0.294
H 0.89 4.91 5.04 0.384
H 2.48 4.13 4.94 0.328
H 0.48 2.72 4.22 0.395
H 1.55 1.59 2.44 0.283
H 2.86 2.17 3.46 0.263
H 4.29 3.70 2.72 0.290
H 3.28 5.02 2.03 0.241
H 4.31 4.05 0.98 0.272
H -0.44 3.18 2.10 0.124
H 0.57 4.41 1.84 0.359
C 1.30 -3.82 -6.64 -1.387
C 1.08 -4.02 -5.15 0.296
C -0.35 -3.67 -4.68 -0.696
O -0.60 -2.26 -4.56 -0.277
C -0.93 -1.62 -5.79 -0.614
N 2.09 -3.26 -4.40 -0.731
H 1.41 -2.77 -6.91 0.278
H 2.22 -4.32 -6.96 0.353
H 0.47 -4.24 -7.22 0.342
H 1.23 -5.09 -4.94 0.425
H -0.49 -4.07 -3.67 0.338
H -1.11 -4.15 -5.31 0.417
H -1.51 -2.27 -6.45 0.347
H -0.02 -1.28 -6.29 0.247
H -1.53 -0.74 -5.55 0.091
H 2.00 -3.47 -3.41 0.267
H 1.84 -2.27 -4.47 0.321
C 4.71 -2.92 5.16 -1.391
C 3.24 -2.51 5.25 0.281
C 2.99 -1.03 4.89 -0.527
O 3.35 -0.10 5.92 -0.408
C 4.73 0.23 5.95 -0.714
N 2.74 -2.83 6.59 -0.715
H 5.30 -2.54 6.00 0.283
H 4.80 -4.01 5.17 0.350
H 5.16 -2.55 4.23 0.338
H 2.69 -3.12 4.52 0.401
H 1.91 -0.90 4.74 0.278
H 3.47 -0.76 3.94 0.373
H 5.17 0.26 4.95 0.315
H 5.27 -0.47 6.59 0.281
H 4.83 1.22 6.40 0.257
H 1.74 -2.64 6.62 0.268
H 3.13 -2.14 7.24 0.325
```

Record 3
Entry from the OMol25 dataset: a cluster of 11 separate species, C5H32N2O10 in total (ωB97M-V/def2-TZVPD).

Charge: +3
Frontier orbital gap (alpha / beta) (eV): 9.13 / 5.93
Spin multiplicity: 2
Calculated total energy (Eh): -1070.5812
Maximum force (eV Å⁻¹): 2.59
<S²>: 0.755

Structure (XYZ):
```
49
Properties=species:S:1:pos:R:3:mulliken_charge:R:1
C -0.96 3.09 -0.06 -1.022
C 0.14 2.10 0.29 -0.744
C 0.07 0.78 -0.35 0.622
C 0.88 -0.28 0.02 -0.759
N 0.86 -1.43 -0.75 0.374
C 1.28 -2.60 -0.32 -0.109
N -1.15 3.13 -1.54 -0.079
H -1.94 2.86 0.37 0.386
H -0.68 4.07 0.34 0.465
H 1.15 2.52 0.09 0.440
H 0.20 2.01 1.39 0.507
H -0.64 0.71 -1.16 0.306
H 1.60 -0.26 0.83 0.405
H 0.57 -1.25 -1.74 0.239
H 1.22 -3.48 -0.93 0.368
H 1.60 -2.77 0.70 0.299
H -0.31 2.77 -2.04 0.260
H -1.95 2.51 -1.77 0.295
H -1.37 4.07 -1.87 0.437
H 0.08 0.52 -3.03 0.376
H 0.88 1.58 -3.87 0.326
O 0.40 1.46 -3.03 -0.617
H 3.66 0.28 1.25 0.362
H 4.88 0.31 0.31 0.348
O 4.17 -0.26 0.59 -0.651
H 3.38 1.48 3.15 0.336
H 2.01 0.72 2.94 0.366
O 2.77 1.17 2.48 -0.673
H 3.59 -1.48 -0.42 0.426
H 4.01 -2.80 -1.14 0.372
O 3.25 -2.24 -0.96 -0.542
H -0.17 -0.56 3.55 0.359
H 0.64 0.05 4.73 0.296
O 0.55 0.09 3.76 -0.655
H -0.56 -1.68 -3.65 0.329
H -1.50 -1.20 -2.46 0.313
O -0.59 -1.13 -2.86 -0.633
H -2.62 -3.42 1.07 0.319
H -1.85 -2.27 1.82 0.382
O -2.00 -2.69 0.93 -0.695
H -1.68 -2.25 4.14 0.346
H -2.43 -0.99 3.68 0.362
O -1.69 -1.57 3.44 -0.825
H -4.19 1.49 -1.79 0.320
H -3.15 0.39 -1.36 0.363
O -3.30 1.36 -1.44 -0.655
H -3.66 -1.86 -1.56 0.297
H -2.54 -1.72 -0.46 0.372
O -2.90 -1.33 -1.31 -0.713
```

Record 4
Entry from the OMol25 dataset: a cluster of 7 separate species, C12H39O7 in total (ωB97M-V/def2-TZVPD).

Charge: +1
Frontier orbital gap (eV): 6.57
Spin multiplicity: 1
Calculated total energy (Eh): -1006.8352
Maximum force (eV Å⁻¹): 2.79

Structure (XYZ):
```
58
Properties=species:S:1:pos:R:3:mulliken_charge:R:1
O -1.02 -0.96 -0.35 -0.385
H -0.93 -1.88 -0.61 0.463
H -0.22 -0.48 -0.58 0.461
H -1.79 -0.58 -0.76 0.460
C 4.46 2.43 8.87 -1.136
C 4.35 2.92 7.39 0.452
C 3.42 1.99 6.50 -1.145
O 3.81 4.29 7.38 -0.568
H 3.56 1.91 9.19 0.272
H 4.55 3.19 9.65 0.342
H 5.26 1.70 9.00 0.325
H 5.37 2.89 7.01 0.209
H 2.57 1.59 7.05 0.309
H 4.15 1.22 6.23 0.309
H 3.03 2.40 5.57 0.319
H 4.39 5.00 7.66 0.311
C -6.18 4.86 -1.38 -1.233
C -6.14 3.59 -0.45 0.375
C -7.38 3.32 0.38 -1.186
O -5.86 2.48 -1.27 -0.570
H -5.29 4.90 -2.00 0.306
H -6.31 5.77 -0.79 0.368
H -7.10 4.86 -1.98 0.354
H -5.38 3.76 0.31 0.283
H -7.35 2.37 0.92 0.308
H -8.31 3.46 -0.17 0.296
H -7.35 4.09 1.15 0.355
H -6.47 2.48 -2.01 0.345
C 5.45 -4.56 -2.93 -1.239
C 3.93 -4.53 -3.21 0.580
C 3.46 -5.52 -4.24 -1.308
O 3.24 -4.65 -1.95 -0.583
H 5.65 -4.05 -1.99 0.336
H 6.02 -4.06 -3.72 0.359
H 5.91 -5.54 -2.84 0.324
H 3.60 -3.54 -3.51 0.184
H 3.77 -6.52 -3.95 0.346
H 3.95 -5.35 -5.20 0.361
H 2.40 -5.54 -4.46 0.320
H 3.17 -5.54 -1.61 0.320
C 3.68 3.69 -1.78 -0.491
O 2.34 3.18 -1.68 -0.502
H 3.74 4.73 -2.08 0.249
H 4.29 3.64 -0.88 0.254
H 4.12 3.06 -2.56 0.202
H 1.87 3.58 -0.95 0.288
C -1.60 0.01 -6.26 -0.556
O -1.39 -1.38 -5.82 -0.487
H -0.93 0.22 -7.10 0.250
H -2.62 0.28 -6.52 0.241
H -1.32 0.81 -5.57 0.224
H -0.72 -1.66 -6.45 0.329
C -4.62 -5.81 1.20 -0.553
O -4.11 -5.42 0.00 -0.501
H -4.76 -6.88 1.29 0.252
H -4.03 -5.51 2.07 0.226
H -5.56 -5.31 1.44 0.256
H -4.81 -5.43 -0.66 0.320
```